An isolated molecule of C6H9ClO at a distorted geometry, computed with wB97M-V/def2-TZVPD.

Last column: Mulliken charge in e.
Geometry (Å):
H (0.9681, -1.7255, -1.3307)  0.2835
H (1.6696, 0.9936, -0.8952)  0.2764
C (0.4802, -1.3455, -0.4475)  -0.8883
H (-0.8791, 0.0354, 1.3592)  0.3443
H (2.5307, -1.0212, 0.1508)  0.4119
C (-1.3018, 0.0724, 0.3780)  0.2403
H (-2.9896, 1.6122, 0.1509)  0.3100
O (-1.0235, 2.2807, -0.2479)  -0.4994
H (-0.1038, 0.3326, -1.4989)  0.6134
H (1.0598, 1.5615, 0.8369)  0.2389
Cl (-2.6048, -1.0971, -0.0278)  -0.1813
C (1.0948, 0.6839, 0.0098)  -0.5884
H (1.4436, -0.7917, 1.5327)  0.2062
C (-0.0915, 0.0029, -0.4865)  -0.1806
C (1.6022, -0.7304, 0.4396)  -0.6997
C (-1.8482, 1.3513, 0.1159)  -0.1822
H (-0.0067, -2.2153, -0.0391)  0.2952

Properties
LUMO level = 0.4 eV
HOMO = -0.366 Eh
Energy = -769.3388 Ha
ΔE to the lowest compared entry with this formula, charge and spin = 277.5 kJ/mol
SMILES string = O=C[C@@H](Cl)C1CCC1


A structure of composition C15H14IrN5OS3 at a distorted geometry, computed with wB97M-V/def2-TZVPD.

Last column: Mulliken charge in e.
Geometry (Å):
H (-2.2700, -2.4198, -1.3455)  0.4652
H (1.2180, -2.5994, 0.7562)  0.4728
C (2.5075, 1.5119, -2.0217)  0.4634
H (6.0335, 2.3182, -1.3355)  0.3532
C (-3.9050, -1.1849, -2.0260)  -0.8156
H (-0.9798, 2.6612, -2.8551)  0.4940
H (-0.6262, 1.2135, 4.9926)  0.1785
C (-1.9663, 0.6998, -2.3400)  0.6880
C (0.6920, -2.6608, -1.7015)  0.2997
H (4.7058, 2.3928, -0.1600)  0.3274
C (-0.3582, 0.3571, 2.5578)  -0.8431
H (-5.2826, 0.2766, -2.7799)  0.4841
S (0.5220, -2.0884, 5.6701)  0.1219
C (-0.2702, 0.2856, 1.1777)  -0.4952
N (-1.6150, -0.5363, -1.8665)  -0.3716
Ir (0.4723, -0.7262, -1.6232)  1.3565
H (-0.4413, 0.3790, 6.4785)  0.2481
H (-0.6567, 1.0886, 0.5648)  0.4991
N (1.3925, 2.1128, -2.2203)  -1.0482
C (-4.2565, 0.0520, -2.5208)  -0.3029
C (0.7130, -1.7712, 2.6590)  -0.7374
H (-4.6407, -1.9659, -1.8911)  0.4233
H (1.1381, -2.6206, 3.1789)  0.3362
C (5.0664, 1.9020, -1.0588)  -0.8673
C (0.1393, -0.6929, 3.3215)  1.5251
H (-0.8226, 1.2387, 2.9772)  0.3203
C (-3.2580, 1.0211, -2.6811)  -0.8399
C (-0.8560, 1.6580, -2.4574)  -0.3348
C (0.7655, -1.7683, 1.2763)  -0.6683
N (0.3032, 1.2493, -2.0719)  0.5381
S (2.6411, -0.2024, -1.5325)  -0.2655
O (0.8205, -3.7730, -1.7831)  -0.2578
C (-2.5724, -1.4483, -1.7124)  0.1590
N (-0.3655, 0.3592, 5.4661)  -0.2423
H (-3.4894, 2.0032, -3.0721)  0.4586
N (0.2771, -0.7587, 0.5438)  -0.1968
C (0.0578, -0.6912, 4.8237)  0.6035
S (3.9872, 2.2989, -2.4636)  0.1349
H (5.1796, 0.8289, -0.9241)  0.3360

Properties
LUMO level (spin up / spin down) = -11.0 / -12.6 eV
HOMO (spin up / spin down) = -0.627 / -0.620 Eh
Total charge = +3
Multiplicity = 2
⟨S²⟩ = 1.1955
Energy = -2226.8849 Ha
ΔE to the lowest compared entry with this formula, charge and spin = 0.0 kJ/mol


The ion C7H9N4OS with charge +1, computed with wB97M-V/def2-TZVPD.

Last column: Mulliken charge in e.
Geometry (Å):
C (-0.7206, -1.1086, -0.5553)  -0.6660
H (0.8768, -1.1935, -2.8850)  0.4380
H (-0.9356, -1.8676, -1.2976)  0.4392
S (-2.2165, -0.3455, 1.8181)  -0.1637
N (0.0484, -0.0635, -1.2561)  0.1795
C (-0.6351, -0.3974, 2.5354)  0.4137
C (0.1483, 1.2731, -0.9184)  -0.1807
H (2.4478, 0.0297, 2.7402)  0.4335
H (-0.3559, 1.6784, -0.0692)  0.5258
H (1.9213, 1.0183, -3.5171)  0.2233
H (1.2735, 2.8938, -1.8997)  0.4215
H (-2.8066, -1.2829, -0.2362)  0.4620
H (-0.0908, -1.5598, 0.1979)  0.3675
C (-2.0256, -0.5758, 0.0103)  -0.7186
C (0.9608, 1.8725, -1.8325)  -0.6523
H (-2.2872, 0.3539, -0.4798)  0.4701
C (1.4138, -0.1586, 2.9501)  0.0056
N (-0.4941, -0.6369, 3.8021)  -0.3434
C (0.7610, -0.2636, -2.3647)  -0.1511
O (0.5266, -0.1012, 1.9034)  -0.1128
N (1.3286, 0.8883, -2.7130)  -0.0315
N (0.8609, -0.4532, 4.0672)  -0.3598

Properties
LUMO level = -3.4 eV
HOMO = -0.448 Eh
Total charge = +1
Energy = -964.3169 Ha
ΔE to the lowest compared entry with this formula, charge and spin = 79.9 kJ/mol
SMILES string = c1cn(CCSc2nnco2)c[nH+]1


An isolated molecule of C2H4N4, computed with wB97M-V/def2-TZVPD.

Last column: Mulliken charge in e.
Geometry (Å):
N (-0.2686, 0.1891, -0.9111)  -0.3209
H (2.7786, -0.4687, 0.3448)  0.2659
N (0.3471, -1.3035, -0.8830)  -0.4320
C (0.9122, -0.3129, -0.3745)  0.5525
H (-2.8316, -0.3719, 0.9444)  0.2478
H (2.2012, 1.1287, 0.1707)  0.2645
H (-1.7159, 1.3579, 0.0191)  0.3361
N (1.9789, 0.1521, 0.3053)  -0.4100
C (-1.3993, 0.3109, -0.0552)  0.0342
N (-2.0027, -0.6816, 0.4394)  -0.5382

Properties
LUMO level = 0.7 eV
HOMO = -0.339 Eh
Energy = -297.5276 Ha
ΔE to the lowest compared entry with this formula, charge and spin = 306.5 kJ/mol
SMILES string = [H]/N=C/N1N=C1N


The ion C6H11O with charge -1 at a distorted geometry, computed with wB97M-V/def2-TZVPD.

Last column: Mulliken charge in e.
Geometry (Å):
H (1.1533, 1.5917, 1.1051)  0.3574
H (0.6045, 1.2555, -0.5542)  0.1999
C (-2.3143, -0.1813, -0.0683)  -0.1089
H (1.9909, -0.6521, -0.8642)  0.1065
C (2.3457, 0.1576, -0.1638)  -0.4303
H (2.7279, -0.4879, 0.6986)  0.1683
C (-0.9421, -0.7611, -0.1457)  -0.5384
H (-0.9868, -1.8536, -0.1486)  0.3023
C (-3.4607, -0.8310, -0.2727)  -0.7627
H (-2.3223, 0.9088, -0.0636)  0.2452
H (-0.4607, 0.2520, 1.7562)  0.4375
C (0.0349, -0.2047, 0.8988)  -0.6941
H (0.6209, -1.0195, 1.3303)  0.3170
H (-0.5656, -0.4606, -1.1261)  0.2843
H (-4.3834, -0.2783, -0.3822)  0.2511
C (1.0458, 0.8168, 0.3432)  -0.5271
H (-3.4007, -1.9085, -0.3809)  0.2677
O (3.2369, 1.0132, -0.6657)  -0.8756

Properties
LUMO level = 3.5 eV
HOMO = -0.080 Eh
Total charge = -1
Energy = -310.4009 Ha
ΔE to the lowest compared entry with this formula, charge and spin = 41.6 kJ/mol
SMILES string = C=CCCCC[O-]


A cluster of 2 separate species, C4H11NO in total at a distorted geometry, computed with wB97M-V/def2-TZVPD.

Last column: Mulliken charge in e.
Geometry (Å):
C (-0.5167, 0.9126, 2.0811)  -0.9216
H (1.3705, -1.8283, -0.2306)  0.2700
N (0.5613, 2.3863, 0.5402)  -0.4411
H (-1.4939, 1.8829, 0.5664)  0.3351
C (0.2917, -1.9112, -0.2821)  -0.9317
C (-0.5209, 1.6800, 0.9927)  0.1738
H (-0.1322, -1.6450, 0.6823)  0.2562
H (-0.3390, 0.0160, -1.0018)  -0.0329
H (1.3501, 2.5613, 1.1404)  0.1533
H (0.4707, -1.6859, -3.0734)  0.3071
H (0.0373, -2.9554, -0.4695)  0.3392
C (-0.2363, -0.9969, -1.3748)  0.0827
H (0.7222, 2.6867, -0.4059)  0.1868
H (-1.4104, 0.3887, 2.4032)  0.2852
O (0.6639, -0.9428, -2.4874)  -0.5711
H (0.3820, 0.7857, 2.6715)  0.2374
H (-1.2003, -1.3344, -1.7523)  0.2716

Properties
LUMO level = 1.0 eV
HOMO = -0.302 Eh
Energy = -288.9528 Ha
ΔE to the lowest compared entry with this formula, charge and spin = 168.7 kJ/mol
SMILES string = C=CN.CCO


A structure of composition C6H26B2O3S3Sn at a distorted geometry, computed with wB97M-V/def2-TZVPD.

Last column: Mulliken charge in e.
Geometry (Å):
H (4.6272, 2.2268, -1.3224)  0.3877
Sn (-0.2967, -1.2461, -0.8980)  1.2163
C (-4.8226, -0.9320, -1.4751)  -0.8124
H (1.1148, 1.6817, -2.2356)  -0.1408
C (3.7862, 1.5984, -1.6156)  -0.8129
H (-0.5723, 1.3837, -1.7168)  -0.2239
H (2.9656, 2.1334, -1.1375)  0.1591
H (1.5745, 1.7990, 1.7226)  0.1762
H (-0.0192, -0.6634, 4.0009)  0.2331
H (5.7319, 0.7334, 0.5810)  0.4321
H (-2.4671, 0.8366, 1.9749)  -0.0868
B (-2.1791, 0.3144, 1.0757)  0.8514
C (-4.0058, -2.4623, -3.6452)  -0.8289
B (0.3596, 1.8783, -1.4904)  0.7082
H (4.9055, -0.7765, 1.0451)  0.3484
H (-4.7656, -0.7381, -0.4039)  0.2645
H (1.2758, -0.4307, 5.2188)  0.3720
H (-2.2072, -0.7536, 1.2266)  -0.2174
O (-2.7865, -2.5700, -1.2368)  -0.5760
C (1.2330, 1.2366, 2.5917)  -0.6835
C (4.7860, 0.1921, 0.5597)  -0.7639
H (-4.5003, -1.6114, -4.1136)  0.3276
S (1.9231, -0.4744, 2.7455)  0.4224
H (-1.1647, 0.6489, 0.9229)  -0.6809
H (-2.8806, 0.6410, 0.3238)  -0.2879
C (0.9904, -0.9442, 4.3006)  -0.8702
H (-4.2857, -3.3474, -4.2166)  0.3495
H (0.6581, 1.5532, -0.5058)  -0.4748
H (3.5967, 1.7188, -2.6822)  0.3718
H (1.0538, -2.0146, 4.4962)  0.3325
H (-4.2302, -0.1999, -2.0239)  0.2720
H (4.0365, 0.6787, 1.1837)  0.0600
S (-4.2064, -2.6219, -1.8190)  0.4236
H (-5.8393, -0.9604, -1.8670)  0.4223
H (0.1644, 2.9372, -1.4205)  0.0796
O (2.6298, -0.6834, -0.8836)  -0.4124
H (0.1457, 1.1650, 2.5655)  0.1177
O (1.1420, -1.2732, 1.6581)  -0.5485
H (-2.9398, -2.3457, -3.8405)  0.2486
S (4.0327, -0.1354, -1.1279)  0.3879
H (1.4358, 1.8279, 3.4846)  0.4570

Properties
LUMO level (spin up / spin down) = -4.7 / -8.3 eV
HOMO (spin up / spin down) = -0.451 / -0.447 Eh
Total charge = +1
Multiplicity = 2
⟨S²⟩ = 0.7580
Energy = -1927.7682 Ha